(1)
11
Properties=species:S:1:pos:R:3:nbo_charge:R:1 method="wB97M-V/def2-TZVPD" e_above_lowest_kcal_mol=132.80 multiplicity=1 e_lumo_ha="0.003 / 0.003" orbital_gap_ev="8.174 / 8.175"
N -0.479 -0.336 -2.546 -0.74
C 0.278 -0.189 -1.475 0.04
C -0.612 -0.054 -0.294 -0.05
N -0.185 0.107 0.883 -0.38
C 0.256 0.272 2.095 -0.08
N 1.587 0.325 2.319 0.09
N 2.697 0.369 2.506 0.08
H -1.505 -0.350 -2.538 0.35
H -0.061 -0.445 -3.460 0.39
H -1.714 -0.099 -0.460 0.11
H -0.322 0.378 3.011 0.19

---

(2)
13
Properties=species:S:1:pos:R:3:nbo_charge:R:1 method="wB97M-V/def2-TZVPD" e_above_lowest_kcal_mol=172.16 multiplicity=1 total_charge=+1 e_lumo_ha="-0.219 / -0.219" orbital_gap_ev="9.245 / 9.245"
C 1.351 -0.826 0.588 -0.70
C 0.249 -1.130 -0.335 0.02
N -1.334 1.090 0.571 0.17
N -1.034 0.416 -0.455 0.13
O -1.564 2.300 0.723 -0.33
O -0.646 1.052 -1.523 -0.51
H 1.192 -1.062 1.674 0.26
H 2.156 -1.509 0.099 0.31
H 1.621 0.199 0.408 0.26
H -0.343 -1.934 -0.088 0.22
H 0.630 -1.055 -1.390 0.25
H -1.486 0.422 1.347 0.39
H -0.792 2.039 -1.618 0.54